Entry 1:
{"formula": "C18H34NO4", "method": "the ωB97M-V functional and the def2-TZVPD basis", "symbols": ["C", "C", "C", "C", "C", "C", "C", "C", "C", "C", "N", "O", "C", "C", "C", "C", "H", "H", "H", "H", "H", "H", "H", "H", "H", "H", "H", "H", "H", "H", "H", "H", "H", "H", "H", "H", "H", "H", "H", "H", "H", "H", "H", "H", "C", "C", "C", "O", "C", "O", "O", "H", "H", "H", "H", "H", "H"], "positions_angstrom": [[2.022139, -0.566738, 0.256336], [1.983049, 0.747995, -0.749555], [1.255521, 2.029630, 0.039107], [-0.403689, 1.837155, 0.125903], [-0.985372, 2.321615, -1.327982], [-2.598536, 2.124812, -1.535946], [-3.498296, 2.235003, -0.170318], [-3.998583, 0.804419, 0.451904], [-3.921172, 0.974477, 2.113534], [-5.597206, 0.630255, 0.103324], [-3.138035, -0.388474, 0.110709], [-3.870090, -1.469139, 0.532142], [-2.982605, -0.610240, -1.376021], [-4.004844, -1.716121, -2.027784], [-1.448047, -1.246896, -1.575397], [-3.041632, 0.742633, -2.298855], [3.004931, -1.167731, -0.019075], [2.042739, -0.196386, 1.366253], [1.090477, -1.277263, 0.097322], [3.071817, 1.064482, -1.056360], [1.356223, 0.494482, -1.705531], [1.711241, 2.214214, 1.101007], [1.536767, 2.982984, -0.620551], [-0.678363, 0.742231, 0.434528], [-0.749860, 2.648217, 0.930129], [-0.733357, 3.461450, -1.450169], [-0.379019, 1.759734, -2.189393], [-2.955973, 3.019589, -2.240900], [-4.489564, 2.827093, -0.475793], [-2.929148, 2.934984, 0.574865], [-3.449488, 0.012693, 2.636078], [-4.986223, 1.139705, 2.594270], [-3.258395, 1.877872, 2.451436], [-6.126476, 1.657147, 0.401620], [-6.128809, -0.188148, 0.790394], [-5.779171, 0.417905, -1.033213], [-5.143009, -1.471215, -1.913957], [-3.786090, -1.713423, -3.201493], [-3.775112, -2.836026, -1.688101], [-0.607194, -0.435046, -1.520019], [-1.373635, -1.970854, -2.497563], [-1.294570, -1.939239, -0.615307], [-2.280026, 0.602029, -3.205379], [-4.108797, 0.852128, -2.820634], [8.114139, -2.631911, 1.901789], [6.790799, -1.946772, 2.173016], [5.624465, -2.637713, 1.534955], [4.684826, -1.585140, 1.409804], [5.419689, -0.441461, 1.272818], [4.963987, 0.636314, 0.928919], [6.737272, -0.664557, 1.567851], [8.246939, -2.829290, 0.832177], [8.949941, -1.994456, 2.208804], [8.178037, -3.582863, 2.439289], [6.647345, -1.814421, 3.252319], [5.225809, -3.449385, 2.151336], [5.842234, -3.022337, 0.531352]], "forces_ev_per_a": [[0.30, 0.09, -0.95], [-0.53, 0.26, 1.20], [0.14, -0.24, -1.07], [1.33, 1.64, -0.31], [0.07, -0.46, 0.05], [-0.88, 0.15, -0.60], [-0.23, 0.82, -1.12], [-0.79, 2.42, 2.59], [0.15, -0.45, 0.77], [-0.43, 0.25, 0.51], [-4.52, -1.57, -1.25], [2.33, 1.70, 0.32], [2.17, -0.74, -2.88], [0.36, -0.51, -1.08], [-0.45, -0.88, 1.57], [0.40, 0.38, -0.69], [-2.35, 1.19, 0.85], [0.14, -0.86, -2.12], [1.85, 1.55, 0.34], [-2.19, -0.71, 0.64], [1.30, 0.53, 1.69], [-0.76, -0.62, -2.00], [-0.92, -1.82, 1.51], [0.39, 2.18, -0.57], [0.48, -2.10, -1.57], [-0.49, -2.17, 0.34], [-1.45, 1.18, 1.78], [0.82, -1.97, 1.45], [2.16, -1.32, 0.73], [-1.15, -1.63, -1.16], [-1.14, 1.99, -1.36], [2.09, -0.37, -1.14], [-1.20, -1.65, -0.87], [1.25, -2.18, -0.80], [1.45, 1.59, -1.72], [0.29, 0.41, 2.20], [2.25, -0.45, 0.06], [-0.41, 0.16, 2.47], [-0.57, 2.68, -0.46], [-1.73, -1.56, -0.42], [-0.13, 1.79, 1.60], [-0.24, 1.38, -2.06], [-1.64, 0.08, 1.93], [2.15, -0.12, 1.42], [0.33, 0.24, -0.16], [1.08, -0.89, 0.18], [-0.28, -0.88, 0.25], [0.46, 0.85, 0.00], [-0.88, 2.41, -0.74], [1.04, -2.44, 0.80], [-1.05, 0.42, -0.31], [-0.14, 0.03, 0.14], [-0.17, -0.14, 0.10], [-0.05, 0.16, -0.02], [-0.11, -0.07, -0.09], [-0.11, 0.25, -0.13], [0.19, 0.02, 0.15]], "de_lowest_kcal_mol": 160.33, "s_squared": 0.754, "homo_lumo_gap_ha": [0.36431, 0.33562], "e_lumo_ev": [0.7, -0.4], "spin_multiplicity": 2}

***

Entry 2:
{"formula": "C6H11Br3IN4", "method": "the ωB97M-V functional and the def2-TZVPD basis", "symbols": ["Br", "C", "C", "C", "C", "N", "N", "N", "I", "N", "H", "H", "H", "H", "H", "H", "H", "Br", "C", "C", "Br", "H", "H", "H", "H"], "positions_angstrom": [[-4.268290, 2.835094, -0.751039], [-3.141219, 1.943263, -2.027940], [-2.720727, 0.540340, -1.559559], [-1.194553, 0.420259, -1.393776], [-0.689367, 1.141747, -0.207456], [-0.637310, 2.470044, -0.086915], [-0.105129, 2.747700, 1.080054], [0.170900, 1.636355, 1.679002], [1.071530, 1.532951, 3.526539], [-0.181171, 0.614683, 0.896441], [-2.273596, 2.559453, -2.235954], [-3.696793, 1.872575, -2.954988], [-3.220993, 0.274258, -0.634637], [-2.987193, -0.150419, -2.354455], [-0.869977, -0.618024, -1.393622], [-0.715271, 0.882194, -2.256666], [-0.052663, -0.361583, 1.143756], [2.034655, -1.161892, 2.510970], [2.827545, -2.817435, 1.812117], [3.759590, -2.511310, 0.673544], [2.757884, -2.071466, -0.936866], [2.007771, -3.462869, 1.515591], [3.352923, -3.263422, 2.653133], [4.359177, -3.383475, 0.425658], [4.412276, -1.669022, 0.877071]], "forces_ev_per_a": [[0.01, 0.18, 0.13], [0.14, -0.36, -0.20], [0.35, 0.33, -0.36], [-0.07, -0.03, -0.21], [0.06, 0.16, -0.26], [0.11, 0.24, 0.17], [-0.10, 0.06, -0.16], [0.23, 0.01, 0.44], [-0.62, 1.11, 0.11], [-0.28, -0.29, -0.15], [-0.02, 0.26, 0.22], [-0.22, 0.04, 0.02], [-0.18, -0.20, -0.03], [-0.16, -0.29, 0.18], [-0.02, -0.10, 0.24], [0.08, 0.03, -0.06], [0.30, 0.01, 0.24], [0.47, -1.26, -0.23], [-0.02, 0.01, 0.00], [-0.07, -0.05, -0.17], [0.01, 0.09, 0.03], [-0.02, 0.00, 0.00], [0.04, 0.10, 0.03], [-0.03, -0.03, 0.00], [0.02, -0.01, 0.03]], "homo_lumo_gap_ha": 0.26750, "e_lumo_ev": -5.5, "spin_multiplicity": 1, "total_charge": 1}

***

Entry 3:
{"formula": "C16H32PTl", "method": "the ωB97M-V functional and the def2-TZVPD basis", "symbols": ["C", "H", "H", "H", "C", "H", "H", "C", "H", "H", "H", "C", "C", "C", "C", "C", "C", "C", "C", "C", "C", "Tl", "H", "H", "H", "H", "H", "H", "H", "H", "H", "H", "H", "H", "H", "H", "H", "C", "P", "C", "C", "H", "H", "H", "H", "H", "H", "H", "H", "H"], "positions_angstrom": [[0.675023, -3.541945, 0.364366], [0.871232, -4.297130, 1.131158], [-0.400079, -3.366697, 0.196868], [1.903167, -0.153454, 2.253663], [1.449933, -3.764737, -0.939454], [0.929452, -3.238647, -1.746953], [2.445528, -3.292329, -0.862300], [1.622216, -5.226547, -1.383132], [2.056212, -5.248005, -2.389368], [2.278496, -5.782698, -0.704192], [0.685679, -5.794638, -1.425529], [-1.677223, 1.679939, -0.453095], [-1.770283, 0.741363, -1.513361], [-2.234421, -0.487884, -0.971830], [-2.423146, -0.308797, 0.425305], [-2.079174, 1.032971, 0.746991], [-2.182988, 1.675101, 2.075791], [-2.970441, -1.324837, 1.352308], [-2.548187, -1.721187, -1.725739], [-1.491518, 1.027584, -2.937567], [-1.277083, 3.098345, -0.592579], [1.281090, -1.641015, 1.373739], [-2.861142, -1.004451, 2.396413], [-4.047381, -1.488129, 1.168974], [-2.467151, -2.298386, 1.232367], [-2.308508, 0.924600, 2.866140], [-1.283460, 2.270065, 2.298001], [-3.048705, 2.357594, 2.122139], [-0.451989, 3.206955, -1.311355], [-2.115358, 3.715688, -0.958744], [-0.960109, 3.513360, 0.372793], [-1.400948, 0.095975, -3.507598], [-2.297329, 1.625091, -3.394153], [-0.557641, 1.597779, -3.046048], [-2.130430, -2.610999, -1.229357], [-3.638145, -1.871192, -1.810952], [-2.142079, -1.666017, -2.743280], [2.795784, 3.430788, -0.523849], [2.121873, 1.859723, 0.134605], [3.613960, 0.840566, -0.225483], [2.412018, 2.304229, 1.899166], [2.817455, 3.384036, -1.618573], [3.809640, 3.584484, -0.131092], [2.149888, 4.256313, -0.202955], [4.531200, 1.314772, 0.150089], [3.503648, -0.159684, 0.213950], [3.675700, 0.738013, -1.318427], [3.441379, 2.646978, 2.084139], [1.704471, 3.109232, 2.153377], [2.180606, 1.423441, 2.531508]], "forces_ev_per_a": [[-0.12, 0.66, 0.06], [-0.21, 0.11, -0.06], [0.37, -0.46, 0.25], [-0.73, -1.64, -0.76], [0.32, 0.41, -0.35], [0.07, 0.12, 0.14], [-0.24, -0.34, -0.17], [-0.02, -0.26, 0.34], [-0.01, 0.02, 0.28], [-0.01, 0.17, -0.14], [0.00, 0.34, 0.02], [0.12, 0.37, -0.19], [-0.09, 0.12, -0.32], [-0.07, -0.13, -0.42], [-0.14, -0.04, 0.41], [-0.13, 0.15, 0.30], [0.13, -0.04, 0.33], [0.02, -0.13, 0.38], [0.17, -0.16, -0.33], [0.24, -0.20, -0.18], [0.22, 0.14, 0.13], [0.54, 0.58, 0.39], [-0.11, -0.19, -0.28], [0.34, 0.00, 0.01], [-0.25, 0.22, -0.03], [0.01, 0.32, -0.16], [-0.29, -0.11, -0.06], [0.25, -0.16, -0.05], [-0.29, -0.03, 0.15], [0.14, -0.22, 0.06], [-0.12, -0.06, -0.28], [-0.02, 0.33, 0.03], [0.17, -0.10, 0.18], [-0.26, -0.08, 0.01], [-0.22, 0.20, -0.12], [0.29, 0.03, 0.10], [-0.18, -0.15, 0.28], [-0.38, 0.09, -0.39], [0.70, 0.24, 0.34], [-0.20, -0.11, -0.15], [-0.37, -0.32, 0.18], [0.08, 0.21, 0.19], [-0.27, 0.01, -0.15], [0.19, -0.05, -0.18], [-0.23, -0.22, -0.06], [0.29, 0.08, -0.12], [0.12, -0.09, 0.30], [-0.34, -0.18, -0.04], [0.27, -0.25, 0.08], [0.25, 0.77, 0.05]], "homo_lumo_gap_ha": [0.21758, 0.21848], "e_lumo_ev": [-8.8, -8.7], "spin_multiplicity": 1, "total_charge": 2}

***

Entry 4:
{"formula": "C6H35NO12", "method": "the ωB97M-V functional and the def2-TZVPD basis", "symbols": ["C", "C", "C", "C", "C", "N", "C", "O", "H", "H", "H", "H", "H", "H", "H", "H", "H", "H", "H", "H", "H", "O", "H", "H", "O", "H", "H", "O", "H", "H", "O", "H", "H", "O", "H", "H", "O", "H", "H", "O", "H", "H", "O", "H", "H", "O", "H", "H", "O", "H", "H", "O", "H", "H"], "positions_angstrom": [[-2.935271, 1.099822, 0.986167], [-2.403251, -0.212263, 0.417827], [-2.388867, -1.299852, 1.489905], [-1.020021, 0.031678, -0.205058], [0.108541, 0.031512, 0.820247], [-0.741110, -1.027677, -1.196775], [-0.136923, -0.796623, -2.362414], [0.228876, 0.360798, -2.693306], [-3.860031, 0.949286, 1.578112], [-2.218553, 1.623017, 1.667116], [-3.176665, 1.826142, 0.178279], [-3.107224, -0.526486, -0.355063], [-1.859250, -1.012960, 2.417637], [-1.917320, -2.164695, 1.144894], [-3.383257, -1.569332, 1.764982], [-1.059774, 0.990678, -0.759582], [0.260331, -0.965234, 1.245218], [1.072262, 0.407389, 0.376457], [-0.132319, 0.674031, 1.625935], [-0.965694, -1.975760, -0.864310], [0.150525, -1.610657, -3.023162], [-1.945649, 1.565800, -3.715473], [-1.612270, 1.891008, -4.510021], [-1.168833, 1.308355, -3.236037], [2.663077, -1.595420, 1.467316], [3.517039, -1.936599, 1.759096], [2.769773, -1.355231, 0.447856], [1.082313, 2.415124, -1.189175], [1.203339, 3.040101, -1.821961], [0.714378, 1.598951, -1.679292], [3.092024, -0.923360, -1.050958], [3.391050, 0.025120, -0.871537], [2.272542, -0.824697, -1.553720], [-0.341207, 3.158398, 0.949390], [0.140246, 2.816597, 0.187632], [-0.325920, 4.052999, 0.894643], [3.160917, 0.954937, 2.163742], [2.818048, 0.057375, 2.035662], [2.417373, 1.442382, 2.551679], [1.069420, 2.373342, 3.080977], [0.581546, 2.686919, 2.306064], [0.439359, 2.145478, 3.709648], [-2.100652, -1.099994, -3.832685], [-2.941200, -1.439781, -3.644419], [-2.184016, -0.128383, -3.882424], [-0.751223, -3.766390, -0.310308], [-0.124005, -3.720104, 0.392499], [-1.228442, -4.550736, -0.254301], [0.994217, -3.679923, 1.692321], [0.670470, -3.563829, 2.625307], [1.538439, -2.902959, 1.601047], [3.515092, 1.601528, -0.423551], [2.697722, 1.974034, -0.680860], [3.460030, 1.546119, 0.538718]], "forces_ev_per_a": [[-0.31, 1.02, 0.44], [-0.04, 0.43, 0.65], [0.27, 1.30, 0.70], [0.02, -0.15, -0.73], [0.78, -0.05, -0.98], [0.19, -0.24, -0.08], [0.22, 0.55, 1.16], [0.14, -0.12, 0.05], [0.38, -0.07, -0.37], [-0.40, -0.56, -0.57], [0.18, -0.45, 0.45], [0.18, -0.05, -0.24], [-0.24, 0.18, -0.42], [0.75, -1.54, -0.62], [-0.85, -0.12, 0.22], [-0.01, -0.52, 0.38], [0.05, 0.14, -0.28], [-0.92, -0.52, 0.41], [-0.21, 0.71, 0.83], [0.31, 0.14, -0.71], [-0.38, -0.38, 0.31], [-1.89, -0.16, 1.37], [0.71, 0.96, -2.24], [1.15, -0.34, 0.76], [0.16, 0.10, -1.37], [0.00, 0.01, -0.17], [0.10, -0.49, 1.35], [-1.20, -3.74, 2.05], [0.55, 3.02, -2.98], [0.42, 0.79, 0.35], [-0.05, 0.31, 0.18], [-0.21, -0.32, -0.20], [0.20, 0.00, -0.02], [-0.50, -3.83, 0.91], [0.34, -0.04, -0.62], [0.03, 4.25, -0.32], [0.22, 0.16, 0.04], [0.11, -0.16, -0.02], [-0.05, 0.23, 0.24], [1.87, 0.59, -1.06], [-0.34, 0.21, -0.36], [-1.67, -0.63, 1.80], [1.61, 0.48, -0.73], [-1.87, -0.71, 0.39], [-0.27, -0.11, -0.09], [-0.16, 2.19, -1.88], [1.12, -0.29, 1.45], [-1.12, -2.04, 0.25], [-1.28, -0.71, 1.97], [0.26, -0.46, -1.35], [1.12, 1.07, -0.41], [1.99, -0.67, -0.21], [-1.61, 0.80, -0.62], [0.13, -0.20, 0.90]], "smiles": "CC(C)[C@@H](C)NC=O.O.O.O.O.O.O.O.O.O.O.O", "de_lowest_kcal_mol": 27.91, "homo_lumo_gap_ha": 0.38103, "e_lumo_ev": 0.3, "spin_multiplicity": 1}

***

| no. | total energy (a.u.) |
| --- | --- |
| 1 | -1061.6641 |
| 2 | -8473.6529 |
| 3 | -1141.9547 |
| 4 | -1207.3032 |